(1)
Molecular formula: C36H75FNO7
Method: DFT, ωB97M-V/def2-TZVPD

Output
Net charge = +1
Largest force on an atom = 0.043 hartree/bohr
E = -57079.581 eV

Last columns: bonded neighbours and bond lengths (Å).
Cartesian coordinates (Å):
1 F 0.92 1.41 -5.29  C39 1.368
2 O -6.51 1.17 4.92  C21 1.419, C29 1.421
3 O 6.52 2.42 -3.84  C41 1.369, C44 1.426
4 O 3.55 -3.60 -2.22  C20 1.432, H105 0.965
5 O -7.48 1.55 7.67  C18 1.419, C36 1.418
6 O -4.00 -4.66 -5.53  C11 1.420, C26 1.417
7 O -2.97 -3.14 -3.24  C22 1.420, C23 1.420
8 O 7.86 3.49 -5.28  C41 1.176
9 N 4.67 0.28 -4.26  C27 1.479, C43 1.505, H53 1.023, H108 1.025
10 C -2.89 -0.60 1.43  C19 1.560, C45 1.557, H106 1.091, H115 1.091
11 C -5.19 -3.89 -5.45  O6 1.420, H50 1.092, H71 1.089, H111 1.095
12 C 1.88 1.82 7.86  C17 1.549, C33 1.544, H81 1.091, H93 1.091
13 C 8.73 3.18 -3.13  C41 1.507, H78 1.092, H80 1.092, H112 1.081
14 C 3.26 1.95 -5.58  C39 1.539, C43 1.531, H46 1.089, H118 1.093
15 C -0.07 0.08 -1.15  C32 1.555, C40 1.564, H100 1.093, H103 1.091
16 C 5.52 -2.43 -4.01  C31 1.541, C42 1.546, H76 1.097, H120 1.095
17 C 2.83 2.14 9.04  C12 1.549, H57 1.089, H69 1.093, H90 1.089
18 C -6.23 2.02 7.18  O5 1.419, C29 1.515, H65 1.094, H89 1.095
19 C -2.23 0.19 0.26  C10 1.560, C32 1.535, H94 1.092, H104 1.093
20 C 4.88 -4.14 -2.24  O4 1.432, C42 1.518, H110 1.096, H114 1.095
21 C -7.86 1.02 4.51  O2 1.419, H54 1.095, H82 1.092, H96 1.089
22 C -2.16 -3.82 -4.19  O7 1.420, C26 1.516, H52 1.095, H97 1.096
23 C -3.69 -4.02 -2.39  O7 1.420, H47 1.089, H75 1.095, H117 1.092
24 C -1.76 2.83 4.86  C25 1.554, C28 1.563, H64 1.091, H68 1.090
25 C -0.39 2.37 5.44  C24 1.554, C30 1.555, H48 1.092, H59 1.093
26 C -2.82 -3.87 -5.55  O6 1.417, C22 1.516, H88 1.095, H109 1.095
27 C 3.97 -0.67 -5.16  N9 1.479, C31 1.549, C37 1.546, H85 1.091
28 C -1.89 2.40 3.37  C24 1.563, C35 1.559, H58 1.092, H116 1.092
29 C -6.29 2.33 5.70  O2 1.421, C18 1.515, H74 1.096, H77 1.094
30 C -0.48 2.16 6.98  C25 1.555, C33 1.547, H62 1.091, H79 1.092
31 C 4.27 -2.16 -4.86  C16 1.541, C27 1.549, H55 1.089, H67 1.090
32 C -1.23 -0.71 -0.48  C15 1.555, C19 1.535, H92 1.095, H101 1.093
33 C 0.69 2.81 7.75  C12 1.544, C30 1.547, H70 1.093, H119 1.094
34 C 2.00 -0.45 -3.51  C37 1.544, C38 1.556, H83 1.097, H102 1.094
35 C -2.92 1.25 3.16  C28 1.559, C45 1.553, H95 1.090, H113 1.092
36 C -7.53 0.14 7.79  O5 1.418, H63 1.089, H98 1.092, H107 1.095
37 C 2.44 -0.45 -4.99  C27 1.546, C34 1.544, C39 1.549, H84 1.088
38 C 0.51 -0.88 -3.39  C34 1.556, C40 1.537, H56 1.095, H87 1.092
39 C 2.13 0.91 -5.68  F1 1.368, C14 1.539, C37 1.549, H91 1.096
40 C -0.35 0.18 -2.68  C15 1.564, C38 1.537, H61 1.091, H66 1.089
41 C 7.68 3.05 -4.21  O3 1.369, O8 1.176, C13 1.507
42 C 5.55 -3.91 -3.59  C16 1.546, C20 1.518, H60 1.088, H99 1.095
43 C 4.29 1.72 -4.47  N9 1.505, C14 1.531, C44 1.529, H49 1.089
44 C 5.56 2.45 -4.90  O3 1.426, C43 1.529, H72 1.092, H73 1.096
45 C -2.25 -0.10 2.76  C10 1.557, C35 1.553, H51 1.092, H86 1.093
46 H 3.75 2.13 -6.54  C14 1.089
47 H -4.47 -3.44 -1.90  C23 1.089
48 H 0.39 3.10 5.18  C25 1.092
49 H 4.02 2.15 -3.51  C43 1.089
50 H -5.11 -3.09 -4.71  C11 1.092
51 H -2.34 -0.84 3.56  C45 1.092
52 H -1.91 -4.83 -3.84  C22 1.095
53 H 4.55 0.02 -3.28  N9 1.023
54 H -8.08 1.70 3.68  C21 1.095
55 H 4.38 -2.71 -5.79  C31 1.089
56 H 0.11 -1.00 -4.40  C38 1.095
57 H 2.46 2.93 9.69  C17 1.089
58 H -0.90 2.05 3.05  C28 1.092
59 H -0.16 1.42 4.96  C25 1.093
60 H 6.55 -4.34 -3.62  C42 1.088
61 H -0.10 1.17 -3.06  C40 1.091
62 H -1.43 2.53 7.35  C30 1.091
63 H -8.58 -0.15 7.89  C36 1.089
64 H -1.83 3.92 4.92  C24 1.091
65 H -5.99 2.93 7.73  C18 1.094
66 H -1.41 0.00 -2.87  C40 1.089
67 H 3.40 -2.59 -4.36  C31 1.090
68 H -2.53 2.33 5.45  C24 1.090
69 H 3.79 2.46 8.63  C17 1.093
70 H 1.02 3.72 7.25  C33 1.093
71 H -6.00 -4.55 -5.16  C11 1.089
72 H 5.31 3.49 -5.13  C44 1.092
73 H 5.93 1.99 -5.83  C44 1.096
74 H -5.32 2.75 5.39  C29 1.096
75 H -3.02 -4.43 -1.62  C23 1.095
76 H 6.39 -2.28 -4.67  C16 1.097
77 H -7.05 3.09 5.49  C29 1.094
78 H 9.02 2.18 -2.80  C13 1.092
79 H -0.43 1.08 7.15  C30 1.092
80 H 8.33 3.70 -2.26  C13 1.092
81 H 2.39 1.85 6.90  C12 1.091
82 H -8.55 1.22 5.33  C21 1.092
83 H 2.60 -1.19 -2.96  C34 1.097
84 H 1.94 -1.26 -5.51  C37 1.088
85 H 4.24 -0.46 -6.20  C27 1.091
86 H -1.19 0.06 2.55  C45 1.093
87 H 0.41 -1.83 -2.87  C38 1.092
88 H -3.04 -2.86 -5.92  C26 1.095
89 H -5.44 1.29 7.39  C18 1.095
90 H 3.05 1.23 9.60  C17 1.089
91 H 2.02 0.65 -6.74  C39 1.096
92 H -0.80 -1.40 0.26  C32 1.095
93 H 1.47 0.82 8.02  C12 1.091
94 H -1.73 1.06 0.69  C19 1.092
95 H -3.56 1.14 4.04  C35 1.090
96 H -8.00 -0.01 4.18  C21 1.089
97 H -1.23 -3.25 -4.28  C22 1.096
98 H -7.11 -0.37 6.92  C36 1.092
99 H 4.95 -4.45 -4.33  C42 1.095
100 H 0.85 -0.47 -0.96  C15 1.093
101 H -1.72 -1.34 -1.23  C32 1.093
102 H 2.12 0.54 -3.06  C34 1.094
103 H 0.03 1.09 -0.75  C15 1.091
104 H -3.02 0.57 -0.40  C19 1.093
105 H 2.99 -4.29 -1.83  O4 0.965
106 H -3.95 -0.33 1.47  C10 1.091
107 H -6.99 -0.18 8.69  C36 1.095
108 H 5.67 0.18 -4.44  N9 1.025
109 H -2.14 -4.35 -6.26  C26 1.095
110 H 5.45 -3.72 -1.41  C20 1.096
111 H -5.43 -3.45 -6.43  C11 1.095
112 H 9.57 3.74 -3.50  C13 1.081
113 H -3.56 1.58 2.34  C35 1.092
114 H 4.84 -5.22 -2.09  C20 1.095
115 H -2.79 -1.68 1.32  C10 1.091
116 H -2.14 3.27 2.76  C28 1.092
117 H -4.15 -4.83 -2.94  C23 1.092
118 H 2.77 2.90 -5.33  C14 1.093
119 H 0.34 3.10 8.74  C33 1.094
120 H 5.63 -1.78 -3.14  C16 1.095

Atom charges from the Mulliken analysis, given in e for atoms 1 to 4: F -0.377; O -0.293; O -0.348; O -0.422



(2)
Molecular formula: C4H16N8O4
Method: DFT, ωB97M-V/def2-TZVPD

Output
Largest force on an atom = 0.038 hartree/bohr
Relative energy (zero: lowest compared OMol25 entry of this formula, charge and spin) = 21.8 kcal/mol
E = -24522.009 eV
SMILES = NC(N)=O.NC(N)=O.NC(N)=O.NC(N)=O

Last columns: bonded neighbours and bond lengths (Å).
Cartesian coordinates (Å):
1 O 3.30 -0.93 -2.48  C16 1.222
2 O -1.29 -0.45 0.91  C15 1.239
3 O -0.73 4.21 0.52  C13 1.220
4 O -5.15 -3.08 1.82  C14 1.229
5 N -1.87 3.03 -1.09  C13 1.372, H19 1.001, H20 1.011
6 N 4.37 0.80 -1.39  C16 1.364, H27 1.005, H28 1.001
7 N -4.07 -1.73 0.35  C14 1.351, H21 1.000, H29 1.010
8 N 4.04 -1.16 -0.34  C16 1.370, H17 1.002, H32 1.002
9 N 0.88 0.12 0.35  C15 1.346, H18 1.009, H22 1.004
10 N -3.15 -2.08 2.40  C14 1.377, H26 1.001, H30 1.010
11 N 0.43 3.08 -1.04  C13 1.375, H23 1.008, H31 1.002
12 N 0.22 -2.04 0.34  C15 1.363, H24 1.008, H25 1.005
13 C -0.75 3.41 -0.41  O3 1.220, N5 1.372, N11 1.375
14 C -4.20 -2.35 1.55  O4 1.229, N7 1.351, N10 1.377
15 C -0.12 -0.75 0.60  O2 1.239, N9 1.346, N12 1.363
16 C 3.89 -0.47 -1.51  O1 1.222, N6 1.364, N8 1.370
17 H 4.58 -0.70 0.36  N8 1.002
18 H 0.69 1.10 0.41  N9 1.009
19 H -1.95 2.21 -1.65  N5 1.001
20 H -2.67 3.41 -0.60  N5 1.011
21 H -4.77 -1.91 -0.35  N7 1.000
22 H 1.81 -0.25 0.29  N9 1.004
23 H 1.16 3.71 -0.77  N11 1.008
24 H -0.14 -2.81 0.89  N12 1.008
25 H 1.06 -2.32 -0.13  N12 1.005
26 H -3.13 -2.38 3.35  N10 1.001
27 H 3.97 1.53 -1.96  N6 1.005
28 H 4.86 1.12 -0.58  N6 1.001
29 H -3.18 -1.27 0.20  N7 1.010
30 H -2.40 -1.48 2.11  N10 1.010
31 H 0.59 2.53 -1.87  N11 1.002
32 H 3.74 -2.11 -0.27  N8 1.002

Atom charges from the Mulliken analysis, given in e for atoms 1 to 4: O -0.612; O -0.812; O -0.637; O -0.677



(3)
Molecular formula: C18H45ClN3O6
Method: DFT, ωB97M-V/def2-TZVPD

Output
Net charge = -1
Largest force on an atom = 0.066 hartree/bohr
Relative energy (zero: lowest compared OMol25 entry of this formula, charge and spin) = 95.3 kcal/mol
E = -48667.838 eV

Last columns: bonded neighbours and bond lengths (Å).
Cartesian coordinates (Å):
1 Cl 1.57 -2.31 1.22  no bonds
2 O 7.74 -1.40 -1.64  C18 1.457, C24 1.403
3 O -3.31 4.48 2.91  C12 1.347, C14 1.440
4 O 2.17 5.84 2.97  C20 1.450, C25 1.419
5 O 9.78 1.48 1.79  C11 1.497, C19 1.392
6 O -11.52 -6.33 -2.04  C22 1.479, C23 1.476
7 O -6.89 -3.75 -2.07  C16 1.454, C28 1.471
8 N 0.13 4.00 1.70  C17 1.511, C21 1.446, H39 1.010
9 N 10.06 0.66 -0.99  C26 1.458, C27 1.519, H36 1.010
10 N -9.95 -3.75 -3.18  C13 1.492, C15 1.468, H57 1.010
11 C 11.05 0.88 1.28  O5 1.497, C26 1.499, H53 1.090, H71 1.090
12 C -3.55 3.87 4.08  O3 1.347, H44 1.090, H61 1.090, H67 1.090
13 C -9.15 -2.76 -2.40  N10 1.492, C16 1.573, H49 1.090, H63 1.090
14 C -2.32 3.79 2.12  O3 1.440, C21 1.569, H33 1.090, H60 1.090
15 C -9.51 -5.11 -2.88  N10 1.468, C22 1.549, H42 1.090, H65 1.090
16 C -7.62 -2.68 -2.73  O7 1.454, C13 1.573, H34 1.090, H35 1.090
17 C 0.40 5.43 1.30  N8 1.511, C25 1.544, H30 1.090, H52 1.090
18 C 9.07 -1.37 -2.21  O2 1.457, C27 1.490, H54 1.090, H58 1.090
19 C 9.70 1.72 3.16  O5 1.392, H32 1.090, H47 1.090, H73 1.090
20 C 2.55 6.52 4.20  O4 1.450, H45 1.090, H55 1.090, H56 1.090
21 C -0.87 3.79 2.72  N8 1.446, C14 1.569, H46 1.090, H68 1.090
22 C -10.61 -6.16 -3.19  O6 1.479, C15 1.549, H48 1.090, H70 1.090
23 C -12.60 -7.29 -2.33  O6 1.476, H31 1.090, H37 1.090, H59 1.090
24 C 6.90 -2.23 -2.39  O2 1.403, H40 1.090, H51 1.090, H69 1.090
25 C 0.93 6.31 2.45  O4 1.419, C17 1.544, H66 1.090, H72 1.090
26 C 11.19 1.13 -0.19  N9 1.458, C11 1.499, H41 1.090, H43 1.090
27 C 10.10 -0.83 -1.27  N9 1.519, C18 1.490, H29 1.090, H64 1.090
28 C -5.47 -3.98 -2.38  O7 1.471, H38 1.090, H50 1.090, H62 1.090
29 H 11.10 -1.04 -1.64  C27 1.090
30 H -0.46 5.98 0.92  C17 1.090
31 H -13.18 -7.34 -1.41  C23 1.090
32 H 10.58 2.35 3.31  C19 1.090
33 H -2.60 2.74 1.99  C14 1.090
34 H -7.40 -2.73 -3.80  C16 1.090
35 H -7.04 -1.82 -2.40  C16 1.090
36 H 10.18 1.17 -1.85  N9 1.010
37 H -13.30 -7.01 -3.11  C23 1.090
38 H -5.03 -2.99 -2.37  C28 1.090
39 H -0.17 3.56 0.84  N8 1.010
40 H 6.00 -2.48 -1.82  C24 1.090
41 H 11.28 2.18 -0.46  C26 1.090
42 H -8.65 -5.22 -3.53  C15 1.090
43 H 12.12 0.67 -0.53  C26 1.090
44 H -4.61 4.02 4.30  C12 1.090
45 H 1.99 7.45 4.28  C20 1.090
46 H -0.61 2.85 3.21  C21 1.090
47 H 9.82 0.79 3.72  C19 1.090
48 H -10.19 -7.13 -3.44  C22 1.090
49 H -9.69 -1.83 -2.57  C13 1.090
50 H -4.97 -4.56 -1.60  C28 1.090
51 H 6.61 -1.62 -3.24  C24 1.090
52 H 1.01 5.44 0.39  C17 1.090
53 H 10.99 -0.20 1.41  C11 1.090
54 H 9.12 -0.78 -3.13  C18 1.090
55 H 2.23 6.01 5.11  C20 1.090
56 H 3.60 6.64 4.43  C20 1.090
57 H -10.84 -3.87 -2.72  N10 1.010
58 H 9.38 -2.41 -2.33  C18 1.090
59 H -12.24 -8.28 -2.61  C23 1.090
60 H -2.31 4.16 1.10  C14 1.090
61 H -3.35 2.81 3.98  C12 1.090
62 H -5.30 -4.45 -3.35  C28 1.090
63 H -9.09 -3.04 -1.34  C13 1.090
64 H 10.05 -1.36 -0.32  C27 1.090
65 H -9.09 -5.29 -1.89  C15 1.090
66 H 0.95 7.34 2.10  C25 1.090
67 H -3.04 4.31 4.94  C12 1.090
68 H -0.78 4.51 3.53  C21 1.090
69 H 7.34 -3.21 -2.59  C24 1.090
70 H -11.22 -6.02 -4.09  C22 1.090
71 H 11.85 1.41 1.79  C11 1.090
72 H 0.23 6.21 3.28  C25 1.090
73 H 8.73 2.10 3.49  C19 1.090

Atom charges from the Mulliken analysis, given in e for atoms 1 to 4: Cl -1.001; O -0.286; O -0.432; O -0.345



Number 1: lowest unoccupied orbital energy -2.544 eV. Number 2: lowest unoccupied orbital energy -0.097 eV. Number 3: lowest unoccupied orbital energy 2.121 eV.